[1]
{
  "formula": "ClH3NO2P",
  "method": "the ωB97M-V functional and the def2-TZVPD basis",
  "symbols": ["Cl", "P", "O", "O", "N", "H", "H", "H"],
  "positions_angstrom": [[-2.141, -0.865, 0.579], [-2.459, 0.283, -1.089], [0.884, -1.079, 1.190], [-1.237, 1.094, -1.266], [1.099, -0.089, 0.308], [2.054, -0.137, -0.314], [1.524, 0.800, 0.849], [0.276, -0.006, -0.257]],
  "lumo_ev": -1.41,
  "e_above_lowest_kcal_mol": 99.30,
  "homo_lumo_gap_ev": 6.94,
  "charge": 0
}

=====

[2]
{
  "formula": "C9H19NSi2",
  "method": "the ωB97M-V functional and the def2-TZVPD basis",
  "symbols": ["Si", "Si", "N", "C", "C", "C", "C", "C", "C", "C", "C", "C", "H", "H", "H", "H", "H", "H", "H", "H", "H", "H", "H", "H", "H", "H", "H", "H", "H", "H", "H"],
  "positions_angstrom": [[1.386, -0.743, -0.074], [-0.478, 0.500, -0.709], [-1.940, -0.232, -0.132], [1.696, -0.106, 1.794], [-0.778, 1.165, -2.467], [-3.590, -0.729, 1.301], [-3.141, -0.328, -0.860], [-4.160, -0.670, -0.014], [2.810, -0.333, -1.330], [-2.245, -0.454, 1.159], [1.270, -2.563, 0.295], [-0.263, 2.532, 1.404], [-4.023, -1.235, 2.120], [0.018, 3.348, 0.780], [2.923, -1.236, -2.093], [3.766, -0.289, -0.687], [0.169, 1.604, -2.721], [0.237, -2.805, 0.642], [-1.451, 1.994, -2.569], [0.734, 0.043, 2.281], [1.615, -3.163, -0.614], [-1.240, 2.566, 1.685], [-3.188, -0.345, -1.925], [2.711, 0.509, -2.119], [-1.543, -0.525, 1.874], [-5.210, -0.611, -0.177], [2.130, 0.896, 1.821], [2.003, -2.826, 1.163], [-1.147, 0.400, -3.316], [0.545, 2.297, 2.178], [2.455, -0.787, 2.282]],
  "lumo_ev": [-0.03, -0.03],
  "e_above_lowest_kcal_mol": 94.73,
  "homo_lumo_gap_ev": [7.47, 7.47],
  "charge": 0
}

=====

[3]
{
  "formula": "C59H55NO11S",
  "method": "the ωB97M-V functional and the def2-TZVPD basis",
  "symbols": ["S", "O", "O", "O", "O", "O", "O", "O", "O", "O", "O", "O", "N", "C", "C", "C", "C", "C", "C", "C", "C", "C", "C", "C", "C", "C", "C", "C", "C", "C", "C", "C", "C", "C", "C", "C", "C", "C", "C", "C", "C", "C", "C", "C", "C", "C", "C", "C", "C", "C", "C", "C", "C", "C", "C", "C", "C", "C", "C", "C", "C", "C", "C", "C", "C", "C", "C", "C", "C", "C", "C", "C", "H", "H", "H", "H", "H", "H", "H", "H", "H", "H", "H", "H", "H", "H", "H", "H", "H", "H", "H", "H", "H", "H", "H", "H", "H", "H", "H", "H", "H", "H", "H", "H", "H", "H", "H", "H", "H", "H", "H", "H", "H", "H", "H", "H", "H", "H", "H", "H", "H", "H", "H", "H", "H", "H", "H"],
  "positions_angstrom": [[1.451, -2.218, -5.886], [0.658, -3.556, -2.158], [-8.709, 7.201, -2.907], [-2.230, 0.354, -7.122], [-1.728, -1.139, 3.430], [-6.278, 4.235, 0.833], [0.616, 1.742, -0.206], [-7.380, -0.690, -6.078], [6.031, -1.891, 6.759], [1.885, -0.074, 0.225], [-0.697, -1.891, -0.100], [11.101, -2.499, 8.381], [1.586, -2.341, -0.403], [0.222, 0.645, 1.866], [-7.541, 3.314, -3.907], [-6.956, 6.860, 1.510], [-7.707, 5.138, -2.357], [-5.606, -0.638, -3.916], [0.720, -1.131, -4.614], [1.928, -0.970, -0.892], [9.952, -2.392, 8.013], [-1.299, 0.715, 1.881], [-6.804, 4.914, -0.024], [4.410, -0.862, -0.083], [-7.953, 4.602, -3.614], [1.611, -3.371, -1.431], [-6.218, -0.430, -6.312], [1.095, -0.535, -2.114], [7.510, -2.175, 8.574], [-5.201, -0.411, -5.222], [4.453, -2.031, 0.908], [-1.832, 0.269, 3.234], [-8.132, 6.538, -2.072], [-6.644, 3.079, -1.692], [-3.858, -0.162, -5.497], [-3.400, 0.145, -6.882], [-7.887, 8.958, 0.793], [6.774, -2.260, 10.857], [9.111, -2.505, 10.346], [8.085, -2.461, 11.274], [-6.880, 2.553, -2.948], [0.313, -2.432, 0.275], [7.998, -2.095, 4.787], [-7.209, 6.321, 0.256], [-5.766, -0.103, -7.694], [-6.700, -0.077, -8.722], [9.018, -2.172, 3.855], [-2.919, -0.194, -4.476], [3.434, -0.945, -1.256], [-4.973, 0.558, -10.270], [2.820, -4.257, -1.521], [9.614, -2.294, 6.564], [-4.427, 0.189, -7.963], [3.833, -2.948, 3.183], [-4.670, -0.642, -2.891], [-7.295, 8.175, 1.778], [-6.304, 0.252, -10.006], [-8.153, 8.422, -0.455], [10.636, -2.358, 5.625], [7.175, -2.055, 7.127], [8.291, -2.152, 6.142], [-7.821, 7.102, -0.727], [6.486, -2.117, 9.511], [-3.319, -0.446, -3.174], [0.860, 0.797, 0.502], [-7.058, 4.370, -1.388], [1.699, -1.020, -3.448], [3.933, -1.691, 2.303], [10.339, -2.296, 4.275], [8.829, -2.358, 8.995], [0.369, -3.305, 1.493], [-4.036, 0.523, -9.253], [-7.095, 8.594, 2.755], [-7.033, 0.274, -10.805], [5.397, -0.800, -0.542], [3.556, -0.015, -1.804], [3.919, -2.904, 0.557], [1.473, -3.357, -5.186], [-8.463, 5.200, -4.355], [-1.883, -0.024, -4.727], [-6.492, 6.245, 2.268], [-2.591, -0.474, -2.375], [4.438, -2.864, 4.080], [2.464, -0.312, -3.752], [11.136, -2.349, 3.546], [-0.230, -1.582, -4.359], [-1.756, 0.135, 1.088], [-2.868, 0.555, 3.361], [-4.987, -0.810, -1.870], [3.216, -4.510, -0.545], [0.588, 1.520, 2.405], [-8.618, 9.021, -1.225], [8.787, -2.132, 2.799], [3.707, -1.769, -1.896], [11.658, -2.459, 5.961], [4.296, 0.074, 0.453], [0.597, -0.188, -5.134], [2.513, -5.173, -2.011], [-1.079, -1.308, 4.109], [2.971, -1.196, 2.232], [-8.141, 9.988, 1.001], [-4.668, 0.822, -11.274], [4.648, -1.026, 2.780], [6.971, -1.994, 4.467], [0.087, -0.930, -2.065], [-6.136, 2.492, -0.943], [1.264, -3.920, 1.464], [5.975, -2.218, 11.585], [0.986, 0.543, -2.177], [2.816, -3.148, 3.508], [5.491, -2.338, 1.033], [4.171, -3.838, 2.656], [-0.513, -3.929, 1.544], [-7.731, 2.898, -4.888], [8.306, -2.582, 12.326], [5.470, -1.965, 9.177], [2.190, -1.974, -3.343], [-1.625, 1.746, 1.768], [0.604, -0.219, 2.394], [-2.999, 0.756, -9.449], [0.448, -2.677, 2.367], [-6.556, 1.551, -3.190], [-6.653, -0.811, -3.705], [-1.274, 0.766, 4.028], [10.134, -2.656, 10.661], [3.596, -3.793, -2.121], [-7.732, -0.313, -8.506]],
  "lumo_ev": -1.10,
  "homo_lumo_gap_ev": 7.73,
  "charge": 0
}